# C29H30IN4O4P

A 4-piece molecular cluster, C29H30IN4O4P overall at a distorted geometry (ωB97M-V/def2-TZVPD, the Open Molecules 2025 dataset).

Positions of all 69 atoms, in Å:
N1 6.669 -3.263 3.586
C1 7.125 -2.743 2.288
C2 6.002 -1.977 1.436
O1 6.700 -1.496 0.250
C3 5.405 -0.715 2.180
C4 3.855 -0.530 2.075
C5 3.353 0.724 1.456
C6 1.931 1.025 1.318
C7 0.896 0.117 1.809
C8 1.366 -1.148 2.416
C9 2.812 -1.471 2.538
P1 3.431 -3.095 3.286
O2 2.439 -4.261 2.518
I1 3.090 -3.107 5.712
C10 0.254 -2.097 2.930
O3 0.355 -2.862 3.860
C11 -1.131 -2.034 2.204
C12 -1.905 -3.277 2.182
C13 -3.208 -3.248 1.523
C14 -3.692 -1.982 0.940
C15 -2.898 -0.748 0.968
C16 -1.581 -0.778 1.603
C17 -0.627 0.440 1.681
O4 -1.025 1.584 1.611
H1 6.212 -2.559 4.160
H2 6.088 -4.085 3.442
H3 7.932 -1.992 2.498
H4 7.528 -3.625 1.711
H5 5.182 -2.661 1.087
H6 7.598 -1.875 0.265
H7 5.857 0.185 1.671
H8 5.775 -0.675 3.244
H9 4.088 1.470 1.082
H10 1.661 2.007 0.808
H11 2.420 -4.001 1.574
H12 -1.462 -4.186 2.653
H13 -3.790 -4.196 1.485
H14 -4.711 -2.024 0.477
H15 -3.306 0.183 0.520
N2 -4.522 -3.696 -2.112
C18 -5.847 -3.630 -2.452
C19 -6.086 -4.584 -3.407
C20 -4.861 -5.256 -3.649
C21 -3.916 -4.687 -2.834
H16 -4.066 -3.107 -1.437
H17 -6.502 -2.911 -1.987
H18 -7.037 -4.780 -3.879
H19 -4.691 -6.065 -4.342
H20 -2.866 -4.901 -2.707
N3 0.331 3.921 -0.785
C22 1.628 4.357 -0.858
C23 1.721 5.224 -1.916
C24 0.433 5.318 -2.501
C25 -0.403 4.504 -1.779
H21 -0.028 3.270 -0.104
H22 2.368 4.014 -0.153
H23 2.616 5.736 -2.235
H24 0.151 5.915 -3.355
H25 -1.455 4.290 -1.888
N4 -3.264 6.387 -3.235
C26 -4.270 7.299 -3.062
C27 -5.445 6.712 -3.454
C28 -5.138 5.392 -3.874
C29 -3.786 5.220 -3.725
H26 -2.292 6.549 -3.032
H27 -4.062 8.285 -2.678
H28 -6.418 7.178 -3.440
H29 -5.830 4.652 -4.244
H30 -3.151 4.372 -3.925

Forces on atoms 1 to 2 (eV/Å):
0.848 -0.155 -0.656
-1.167 0.286 0.536

Output
E_HOMO: -8.3 eV
calculated total energy: -62096.686 eV
multiplicity: 1
lowest unoccupied orbital energy: -1.4868 eV
total charge: 0

These are the natural (NBO) partial charges, in e, on atoms 1 to 8: N -0.83; C -0.25; C 0.10; O -0.74; C -0.48; C 0.04; C -0.20; C -0.15